(1)
DFT (ωB97M-V with the def2-TZVPD basis set) results for C30H33AlN5O2Se as an isolated structure.

```
72
Properties=species:S:1:pos:R:3:mulliken_charge:R:1
H 4.90 -0.79 0.99 0.352
C -2.05 -0.10 -3.77 -0.057
H -0.96 6.09 2.18 0.429
C -0.36 -1.74 2.25 0.455
H -1.37 -3.59 -0.36 0.559
H -4.15 5.85 -0.67 0.395
C 1.31 1.08 3.77 -1.869
H 3.93 0.05 2.23 0.366
H -0.03 3.42 -0.15 0.128
C -1.63 4.12 1.68 -0.267
C 1.30 -2.86 -3.72 0.369
C 2.14 1.10 -1.20 -0.088
O 2.93 -0.39 0.46 -0.071
N -1.22 0.76 -1.90 0.578
C 1.16 -2.76 -1.31 0.278
C -2.12 1.61 -2.40 -0.295
H 1.84 0.18 -1.70 -0.198
H 0.06 -1.44 -4.73 0.569
C 1.05 1.48 2.46 -0.251
H -0.57 -2.33 4.30 0.323
C -1.70 -4.77 4.13 -1.596
C 0.80 -0.19 3.84 -0.038
C 0.86 3.10 -0.68 -0.847
C -2.50 3.34 0.91 -0.005
N -0.32 -1.19 -0.16 1.140
H 1.74 3.55 -0.23 0.403
H -3.42 1.56 -4.20 0.458
H -1.52 -5.81 3.87 0.394
N 0.44 0.52 1.78 0.457
H 2.44 -4.09 -2.37 0.399
C 0.18 -1.76 -1.35 -0.428
O 0.95 1.66 -0.58 0.823
H 1.19 -3.47 -5.79 0.392
C -1.64 5.50 1.57 -0.469
H -0.97 3.63 2.39 0.482
C 1.69 -3.31 -2.46 -1.168
H 2.32 -4.41 -4.81 0.394
H 3.31 1.65 0.52 0.320
C -0.72 -2.62 3.27 -1.098
C -0.20 -1.32 -2.61 0.250
C -3.43 5.36 -0.02 -0.578
N 0.27 -0.51 2.64 0.270
C 3.90 -0.71 1.44 -1.025
H 1.80 1.63 4.55 0.489
C -1.49 -4.19 1.68 -1.033
Se -2.55 1.43 1.10 -0.130
H 2.48 1.82 -1.95 0.516
H 0.79 3.38 -1.73 0.257
H -1.15 -4.55 5.05 0.374
C 0.36 -1.85 -3.77 -0.521
N -1.19 -0.29 -2.75 0.007
C -1.17 -3.32 0.66 -0.254
C -2.67 1.11 -3.58 -1.413
Al -0.56 0.62 0.04 -1.134
H -2.76 -4.67 4.35 0.301
C 1.92 -3.41 -4.98 -1.553
C -2.53 6.13 0.72 -0.584
C -0.59 -2.07 0.91 0.760
H -2.55 7.21 0.64 0.405
H 2.74 -2.78 -5.33 0.278
H -2.35 2.52 -1.87 0.589
H 4.18 0.74 -0.74 0.680
C -1.28 -3.85 3.01 0.263
H 1.49 -3.10 -0.33 0.612
C -3.41 3.98 0.08 -0.465
C 3.22 0.81 -0.20 -0.893
H 1.28 2.42 1.98 0.638
H 3.62 -1.66 1.88 0.236
H -4.13 3.38 -0.49 0.551
H 0.80 -0.88 4.66 0.436
H -1.94 -5.15 1.43 0.423
H -2.17 -0.84 -4.54 0.531
```

- ΔE to the lowest compared entry with this formula, charge and spin: 0.527 eV
- Charge: +1
- HOMO: -10.1 eV

(2)
DFT (ωB97M-V with the def2-TZVPD basis set) results for C30H33BCrNO3 as an isolated structure at a distorted geometry.

```
69
Properties=species:S:1:pos:R:3:mulliken_charge:R:1
H -1.86 -0.02 7.28 -0.977
C -0.46 -0.30 13.01 -0.204
H 1.83 -0.36 3.96 0.641
C 0.10 -2.40 10.85 -1.432
C -2.70 -1.33 5.95 0.373
C -5.29 3.01 7.47 -0.402
C 1.51 1.26 5.37 1.084
H 5.31 1.98 4.99 0.531
O 5.67 -1.37 7.00 -0.243
H -4.15 -0.11 8.26 0.516
Cr 3.21 0.35 6.41 -0.213
H -0.84 -2.94 10.71 0.338
H -1.42 1.13 9.19 -0.115
B -2.39 -0.48 11.51 0.113
C -3.94 -1.87 6.32 -0.272
C -3.22 -4.09 5.63 -0.525
H 0.52 -2.61 11.83 0.421
C -1.74 -2.17 5.38 -0.332
C -1.09 0.63 5.67 -1.545
H -2.61 -1.59 11.15 0.005
H -0.79 -1.73 5.07 0.430
H 0.99 -0.45 10.67 0.193
C -3.45 1.07 6.62 0.358
C 3.50 2.47 6.08 -0.661
C 2.29 0.48 4.50 -0.034
C 4.77 -0.69 6.68 0.470
C -4.19 -3.24 6.20 -0.978
C 2.24 -1.20 6.86 0.467
H -3.06 0.50 11.42 0.035
H -6.03 3.75 7.79 0.455
H 3.98 3.21 6.72 0.542
O 3.44 0.44 9.45 -0.334
C -2.32 0.09 6.32 2.653
C -1.68 0.10 13.86 -0.975
C 3.65 0.76 4.34 -0.911
H -2.74 2.53 5.21 0.476
C -4.29 0.83 7.72 -0.039
H -0.35 -0.72 9.58 -0.103
C 2.14 2.18 6.24 -0.443
H 1.56 2.65 7.04 0.590
H 0.43 1.47 11.62 0.395
O 1.70 -2.15 7.28 -0.297
N -0.86 -0.16 11.54 0.309
H -1.22 -4.17 4.76 0.449
H 0.78 -2.81 10.10 0.409
H -4.39 4.25 5.89 0.450
H -1.29 1.90 11.83 0.375
H -0.75 2.71 9.67 0.524
C -3.48 2.31 5.98 -0.466
C 3.32 0.53 8.29 0.495
H 0.36 0.42 13.17 0.274
C 4.24 1.76 5.12 -0.529
C -5.22 1.78 8.17 -1.000
C 0.01 -0.92 10.59 0.182
H -1.63 1.16 14.13 0.406
H -0.09 -1.31 13.25 0.344
H -3.41 -5.16 5.51 0.433
C -0.61 1.62 9.75 -0.509
H -1.69 -0.50 14.77 0.431
H -5.86 1.58 9.03 0.458
C -4.40 3.28 6.40 -0.756
H -2.66 -0.10 13.36 0.218
H 4.25 0.18 3.63 0.552
H -4.73 -1.23 6.71 0.697
C -1.99 -3.54 5.22 -0.690
C 0.10 0.90 5.56 0.068
H -5.16 -3.63 6.53 0.454
H 0.36 1.40 9.28 0.001
C -0.59 1.30 11.24 -0.629
```

- ΔE to the lowest compared entry with this formula, charge and spin: 0.000 eV
- Charge: +3
- HOMO (spin up / spin down): -17.3 / -16.1 eV
- Multiplicity: 3

(3)
DFT (ωB97M-V with the def2-TZVPD basis set) results for a 2-piece molecular cluster, C30H33BO3 overall at a distorted geometry.

```
67
Properties=species:S:1:pos:R:3:mulliken_charge:R:1
C 0.75 6.67 -3.12 -0.405
H -2.46 -0.39 5.23 0.457
C 2.45 6.31 0.55 0.455
H -0.79 3.26 2.88 0.268
H -1.51 6.71 -5.68 0.377
C 1.92 -1.66 1.28 -0.468
H -0.20 -2.63 3.30 0.295
C -1.49 6.23 -2.29 -0.386
H -1.72 -3.01 4.15 0.371
C -2.83 -0.58 4.21 -1.935
H 4.85 -2.41 2.89 0.352
C 2.08 -0.44 3.35 -0.224
C 3.85 6.42 2.92 -0.774
H -0.92 1.69 0.82 0.321
C 3.88 -1.95 2.70 -0.361
C -0.10 6.35 -2.04 0.581
B -0.11 -0.10 1.93 1.109
C 3.33 -1.05 3.62 -0.775
C -1.66 -1.00 3.33 1.761
H 1.81 6.83 -2.94 0.393
H 5.56 6.97 1.71 0.390
H 0.95 3.91 3.26 0.327
C 3.17 -2.26 1.53 -0.678
H 0.93 7.02 -5.23 0.378
H 3.85 -0.81 4.54 0.353
C 0.28 3.31 2.64 -1.213
O -0.87 -1.01 1.09 -0.513
H 4.40 6.48 3.86 0.386
C -2.06 -1.28 1.79 1.704
C 3.80 6.64 0.51 -0.704
H -3.24 -0.39 0.22 0.420
C -2.49 -2.71 1.49 -1.907
H -1.71 -3.43 1.75 0.373
H 3.57 -2.97 0.80 0.359
C 0.82 2.45 1.75 0.408
H -0.21 5.50 2.52 0.745
O 1.79 6.35 -0.67 -0.461
H 1.88 2.56 1.48 0.477
H -0.52 -1.94 4.90 0.433
H 1.99 5.89 3.88 0.481
H -1.32 5.55 0.31 0.254
C 1.75 6.01 1.74 0.619
O -0.74 0.07 3.21 -0.547
H 1.66 0.26 4.07 0.367
C 4.51 6.69 1.71 -0.367
H -3.07 6.26 -3.77 0.376
H 0.63 1.04 0.18 0.186
H 1.37 -1.92 0.38 0.369
H -3.40 -2.95 2.04 0.325
H -3.30 0.33 3.84 0.357
H -2.92 0.71 1.58 0.301
H -2.16 6.05 -1.45 0.281
C 1.39 -0.75 2.19 -0.009
C -1.99 6.36 -3.59 -0.736
C -3.15 -0.33 1.31 -1.974
C 0.39 5.68 1.63 -0.460
C -0.26 5.79 0.41 -0.635
H -4.12 -0.60 1.75 0.368
C -0.98 -2.22 3.95 -1.957
C -1.12 6.63 -4.66 -0.378
C 2.50 6.09 2.94 -0.562
C 0.44 6.18 -0.72 1.017
H -3.57 -1.38 4.26 0.327
C 0.09 1.36 1.09 -0.998
H -2.70 -2.81 0.42 0.461
C 0.25 6.79 -4.41 -0.589
H 4.27 6.91 -0.43 0.437
```

- ΔE to the lowest compared entry with this formula, charge and spin: 0.000 eV
- HOMO: -6.6 eV